{
  "formula": "C55H46Cl2KN10O4S",
  "method": "ωB97M-V with the def2-TZVPD basis set",
  "species": ["K", "C", "O", "C", "C", "C", "C", "C", "C", "C", "C", "C", "C", "C", "N", "C", "C", "C", "C", "C", "C", "C", "C", "C", "C", "O", "C", "C", "C", "C", "N", "C", "C", "C", "C", "C", "C", "O", "C", "C", "C", "C", "C", "C", "C", "N", "C", "C", "N", "C", "C", "C", "C", "O", "C", "C", "C", "H", "H", "H", "H", "H", "H", "H", "H", "H", "H", "H", "H", "H", "H", "H", "H", "H", "H", "H", "H", "H", "H", "H", "H", "H", "H", "H", "H", "H", "H", "H", "H", "H", "H", "H", "H", "Cl", "C", "Cl", "H", "H", "S", "C", "N", "C", "C", "C", "N", "H", "H", "H", "H", "N", "C", "N", "N", "C", "N", "H", "H", "H", "H"],
  "coordinates": [[-0.26970, -0.53658, -0.03183], [4.54579, -4.81903, 7.22600], [3.65443, -5.55884, 6.42389], [2.94636, -4.87509, 5.45882], [2.10834, -5.64879, 4.65681], [1.35151, -5.04259, 3.67354], [1.41172, -3.66621, 3.45144], [2.25106, -2.91420, 4.25548], [3.01663, -3.50157, 5.25905], [0.60074, -3.04232, 2.37655], [-0.41793, -2.16976, 2.78619], [-0.61531, -1.71313, 4.16044], [-1.46862, -0.67354, 4.09898], [-1.84357, -0.52613, 2.69187], [-1.23877, -1.48569, 1.96179], [-2.59775, 0.55117, 2.17048], [-2.96078, 0.80171, 0.82191], [-3.78033, 1.93106, 0.40161], [-3.84521, 1.87816, -0.94960], [-3.02538, 0.74020, -1.36579], [-2.63163, 0.43353, -2.68254], [-3.12017, 1.36297, -3.73365], [-2.21974, 2.04820, -4.54143], [-2.63534, 2.97315, -5.49596], [-3.99363, 3.23234, -5.64973], [-4.51668, 4.12539, -6.55834], [-3.64474, 4.62514, -7.54563], [-4.91603, 2.55679, -4.85332], [-4.47807, 1.62943, -3.92593], [-1.72635, -0.59402, -3.07869], [-0.97344, -1.33717, -2.24604], [-0.20655, -2.16276, -2.99196], [0.79651, -3.02066, -2.48906], [1.65226, -3.69767, -3.50372], [2.86715, -3.15770, -3.88857], [3.68881, -3.78893, -4.81855], [3.27701, -4.98793, -5.38715], [4.00759, -5.70233, -6.30970], [5.25281, -5.17604, -6.69969], [2.05243, -5.54185, -5.02087], [1.25945, -4.90018, -4.08938], [1.09287, -3.30581, -1.13919], [2.22467, -4.10189, -0.68542], [2.16909, -4.11460, 0.66916], [0.99367, -3.33740, 1.04254], [0.38107, -2.88799, -0.06853], [-0.51002, -1.96000, -4.40073], [-1.45577, -0.99080, -4.45560], [-2.58260, 0.10029, -0.26580], [-2.86653, 1.66507, 3.12480], [-2.09765, 2.81674, 3.06112], [-2.27661, 3.86567, 3.95607], [-3.24426, 3.75813, 4.94948], [-3.50082, 4.72847, 5.89653], [-2.68073, 5.87345, 5.89193], [-4.03148, 2.61295, 5.02494], [-3.83842, 1.58589, 4.11913], [5.03191, -5.53484, 7.88648], [4.01763, -4.07432, 7.82885], [5.30324, -4.31397, 6.61954], [2.05981, -6.71422, 4.82564], [0.69860, -5.64286, 3.05399], [2.29893, -1.83772, 4.10279], [3.65170, -2.87645, 5.86414], [-0.11500, -2.09661, 5.03326], [-1.79192, -0.04815, 4.91413], [-4.26109, 2.64375, 1.05132], [-4.40139, 2.54519, -1.58952], [-1.15987, 1.86137, -4.41125], [-1.89405, 3.46532, -6.10953], [-4.25962, 5.18487, -8.24685], [-3.13464, 3.81332, -8.07180], [-2.89176, 5.29522, -7.11703], [-5.96897, 2.74452, -5.00108], [-5.20367, 1.09224, -3.32960], [3.17843, -2.21212, -3.45688], [4.62909, -3.33337, -5.08497], [5.66474, -5.87238, -7.42607], [5.93609, -5.09537, -5.85004], [5.14337, -4.19233, -7.16347], [1.74776, -6.47664, -5.46859], [0.31359, -5.33744, -3.79805], [2.95794, -4.58087, -1.31467], [2.85144, -4.60128, 1.34608], [-0.07305, -2.49502, -5.22751], [-1.94009, -0.60064, -5.33679], [-1.32655, 2.88363, 2.30172], [-1.64930, 4.73812, 3.87450], [-2.99916, 6.48637, 6.73277], [-2.79657, 6.44592, 4.96597], [-1.62597, 5.60859, 6.01444], [-4.78210, 2.54482, 5.79890], [-4.44799, 0.69343, 4.18505], [2.44595, 0.07133, -1.31836], [3.48854, -0.84860, -0.23473], [4.86336, 0.13514, 0.35120], [3.89067, -1.70039, -0.77481], [2.90920, -1.16383, 0.62727], [1.52305, 0.58474, 2.40717], [1.95893, 1.93420, 3.21651], [2.55514, 2.96372, 2.49313], [2.89498, 4.15993, 3.00147], [2.66215, 4.41117, 4.31383], [2.06168, 3.34484, 5.03754], [1.72686, 2.19042, 4.55234], [2.68692, 2.74980, 1.51101], [3.33840, 4.86845, 2.31473], [2.91511, 5.35348, 4.76956], [1.85136, 3.48489, 6.09377], [-0.91631, 5.40251, -3.34473], [-0.89998, 4.53138, -2.29266], [-2.07780, 4.21574, -1.73140], [0.26650, 4.10183, -1.89181], [0.22572, 3.14283, -0.97989], [0.32207, 2.29910, -0.20454], [-1.74859, 5.42969, -3.91237], [-0.04292, 5.43787, -3.84532], [-2.93186, 4.37787, -2.23899], [-2.12201, 3.45506, -1.05389]],
  "forces_ev_per_angstrom": [[1.15, 1.27, 0.00], [-0.06, 0.04, -0.06], [-0.11, 0.02, -0.18], [0.06, -0.05, 0.12], [0.10, 0.17, 0.11], [0.08, -0.05, -0.01], [0.08, -0.17, 0.02], [0.08, 0.19, 0.06], [-0.03, -0.19, 0.00], [-0.08, -0.02, -0.19], [-0.12, -0.03, 0.00], [0.04, -0.05, 0.06], [-0.07, 0.03, 0.00], [0.02, -0.01, -0.13], [-0.36, -0.08, 0.39], [0.04, -0.11, -0.22], [0.03, -0.14, 0.14], [-0.01, 0.01, 0.03], [-0.01, 0.09, -0.05], [-0.05, -0.12, 0.15], [0.00, -0.14, -0.06], [0.05, -0.10, -0.09], [0.06, 0.05, 0.02], [-0.14, 0.02, -0.05], [-0.01, 0.09, -0.10], [-0.01, -0.16, 0.13], [0.07, -0.01, 0.06], [0.18, -0.02, -0.06], [-0.10, 0.03, -0.04], [-0.04, 0.04, 0.07], [-0.29, -0.07, -0.28], [0.12, -0.02, 0.07], [-0.29, 0.11, 0.03], [0.04, -0.07, -0.08], [0.05, 0.10, 0.00], [-0.06, -0.13, -0.08], [0.10, -0.07, -0.06], [-0.21, 0.03, 0.12], [-0.01, 0.03, 0.04], [0.13, 0.09, -0.01], [-0.02, -0.05, 0.02], [-0.06, -0.10, 0.01], [-0.01, -0.04, -0.06], [-0.03, -0.03, 0.06], [-0.10, -0.05, 0.03], [0.03, -0.39, -0.06], [0.01, 0.00, -0.01], [0.00, 0.05, -0.02], [-0.53, -0.02, 0.15], [-0.15, -0.09, 0.08], [0.05, 0.05, -0.01], [-0.13, -0.03, 0.16], [-0.02, 0.18, 0.07], [0.01, -0.19, -0.11], [0.01, -0.06, -0.10], [0.10, 0.09, -0.04], [-0.07, -0.02, 0.05], [-0.02, 0.02, -0.02], [0.01, 0.02, 0.00], [0.02, 0.01, 0.01], [0.00, -0.09, 0.03], [-0.03, -0.02, -0.03], [0.02, -0.14, 0.00], [0.10, 0.05, 0.10], [-0.02, -0.01, 0.06], [-0.02, 0.03, 0.05], [-0.05, 0.06, 0.05], [0.00, 0.04, 0.01], [-0.01, 0.00, -0.01], [0.01, 0.04, -0.04], [0.01, 0.00, 0.01], [0.00, 0.01, -0.02], [0.01, 0.01, -0.02], [-0.09, 0.04, -0.01], [-0.01, -0.03, 0.01], [0.00, -0.02, 0.00], [0.09, 0.02, -0.04], [0.01, 0.00, -0.01], [0.03, 0.02, 0.02], [0.02, 0.04, -0.02], [-0.01, -0.06, -0.04], [-0.04, -0.01, 0.02], [0.05, -0.03, -0.03], [0.06, -0.03, 0.05], [0.04, -0.03, -0.07], [0.00, 0.01, -0.05], [0.02, 0.00, -0.02], [0.06, 0.13, 0.01], [0.00, -0.02, -0.01], [0.02, 0.00, 0.00], [0.01, 0.02, 0.01], [-0.05, 0.01, 0.06], [-0.01, -0.02, 0.00], [0.31, 0.03, -0.17], [0.10, -0.06, -0.01], [-0.13, -0.09, -0.04], [-0.04, 0.07, 0.07], [0.02, 0.02, -0.01], [0.10, -0.52, 0.42], [-0.15, 0.46, -0.08], [0.13, 0.01, -0.17], [-0.03, -0.03, -0.02], [-0.04, -0.14, -0.06], [0.04, 0.21, 0.13], [0.07, -0.24, -0.19], [-0.04, 0.05, 0.01], [0.00, -0.02, 0.00], [-0.01, 0.01, 0.04], [-0.01, 0.02, 0.06], [-0.02, 0.11, 0.06], [-0.27, 0.03, -0.38], [0.05, -0.09, 0.12], [-0.10, -0.05, -0.08], [0.53, 0.66, -0.39], [-0.20, -0.52, 0.72], [0.05, -0.02, 0.04], [-0.06, -0.02, -0.01], [0.03, -0.02, -0.01], [-0.03, 0.13, -0.18]],
  "lowdin_charge": [0.571, -0.108, -0.101, -0.279, -0.007, -0.022, -0.217, -0.027, -0.016, -0.072, -0.282, -0.029, -0.018, -0.265, 0.024, -0.066, -0.255, -0.020, -0.068, -0.256, -0.060, -0.203, -0.040, -0.039, -0.289, -0.101, -0.104, -0.005, -0.034, -0.247, 0.040, -0.251, -0.078, -0.227, -0.020, -0.019, -0.281, -0.099, -0.108, -0.005, -0.016, -0.269, -0.030, -0.024, -0.257, 0.036, -0.015, -0.032, 0.028, -0.224, -0.015, -0.017, -0.278, -0.101, -0.108, -0.008, -0.028, 0.086, 0.091, 0.091, 0.111, 0.123, 0.099, 0.096, 0.100, 0.099, 0.104, 0.086, 0.125, 0.097, 0.088, 0.095, 0.084, 0.114, 0.123, 0.109, 0.096, 0.086, 0.091, 0.091, 0.113, 0.125, 0.101, 0.099, 0.098, 0.095, 0.113, 0.094, 0.086, 0.091, 0.088, 0.112, 0.122, 0.562, -0.999, 0.479, 0.021, -0.016, 0.783, -0.802, 0.060, -0.084, -0.067, -0.144, 0.082, 0.122, 0.129, 0.091, 0.107, 0.150, -0.522, 0.204, 0.106, -0.353, 0.134, 0.088, 0.101, 0.106, 0.081],
  "e_lumo_ha": 0.068,
  "charge": -1,
  "relative_energy_ev": 0.402
}